DFT (ωB97M-V/def2-TZVPD) results for a gas-phase ion, C3H4N2S (charge +2) in a non-equilibrium geometry.

Output
DFT total energy: -16964.6264 eV
molar mass: 100.1 Da
2S+1: 1
highest occupied orbital energy (spin up / spin down): -21.403 / -21.406 eV
relative energy (zero: lowest compared OMol25 entry of this formula, charge and spin): 25.5 kcal/mol
frontier orbital gap (spin up / spin down): 0.2249 / 0.2262 Eh
charge: +2
E_LUMO (spin up / spin down): -15.28 / -15.25 eV

Geometry as XYZ:
```
10
C3H4N2S ωB97M-V/def2-TZVPD
C -0.701 2.323 -1.282
C -0.242 0.109 -0.084
C 1.165 -0.091 0.149
N -0.614 1.232 -0.792
N -1.165 -0.684 0.414
S -2.692 -1.214 0.137
H 1.307 -0.738 0.952
H 1.607 0.917 0.444
H 1.868 -0.398 -0.661
H -0.533 -1.457 0.723
```